Here is C23H31N3O4 in the gas phase from the Open Molecules 2025 dataset. Energies are from ωB97M-V/def2-TZVPD.

- lowest unoccupied orbital energy (eV) = 0.55
- frontier orbital gap (eV) = 8.2
- 2S+1 = 1
- HOMO energy (eV) = -7.62
- calculated total energy (eV) = -37014.1020
- SMILES = CCOC(=O)[C@H]1CCCN(c2c(NCCCN(C)Cc3ccccc3)c(=O)c2=O)C1

```
61
C23H31N3O4 | the Open Molecules 2025 dataset | ωB97M-V/def2-TZVPD
H 0.84556 -1.22634 -2.99453
C -0.32928 2.23378 0.32854
C 6.29585 -1.64006 1.24769
H 2.34299 -2.53431 -0.40001
H -0.87706 -0.27971 0.32994
H 2.83396 0.74721 -1.81124
H 3.22865 -0.97314 -1.99778
H -0.13907 0.79761 -3.97606
C 1.45240 -0.32105 -3.04071
H 1.78388 -0.02772 1.43763
C 0.05855 1.96135 -0.98936
H -1.63138 -0.29954 1.93599
H -4.13939 -3.28194 -0.06039
H 0.96586 -2.03003 0.60450
C -3.15654 2.50519 1.81529
O -4.43706 -1.36204 0.63366
H -4.80903 1.35800 1.02137
H -2.83069 1.10180 -0.49473
H 2.04581 -0.36340 -3.95494
C 3.93573 -1.58733 1.66965
H 3.06940 -1.99497 2.17170
C -2.94222 0.46546 0.39145
C 2.40478 -0.25611 -1.84322
H -1.71276 1.71652 3.22957
H 7.26543 -2.08917 1.40510
H 1.12846 1.80960 -3.24748
C 0.53547 0.90320 -3.11933
C -1.71667 2.29131 2.29828
C -5.99652 -2.50852 -0.84862
H -3.92077 0.54213 2.30745
C -3.81222 1.17678 1.42590
C 1.44304 -1.90264 -0.36642
C 4.92388 0.04137 0.22497
C -1.53898 0.26573 1.00254
O 0.44001 4.44957 1.11664
C 6.16652 -0.53218 0.42768
H 2.51649 1.17269 0.36397
C 0.37189 3.52296 0.33957
H -0.82009 0.25511 -1.67079
H -6.42271 -3.48363 -1.06517
H 5.27201 -3.02104 2.52321
N 1.72871 -0.49721 -0.57539
H -5.41459 -3.03519 1.17405
O -2.92487 -1.45225 -1.02549
H 0.75088 -2.25312 -1.13109
O 1.66347 3.64672 -1.84751
C 5.17740 -2.16315 1.87309
N -0.96479 1.54909 1.30611
C -3.43851 -0.87826 -0.09534
N -0.25919 1.05799 -1.92355
H -6.79205 -1.83198 -0.54601
H 7.03687 -0.11127 -0.05415
C 2.42774 0.10120 0.56213
H -1.22092 3.24740 2.46769
H 4.83391 0.91328 -0.40671
H -3.13973 3.17009 0.94872
C 3.79200 -0.48306 0.83772
C 0.87565 3.18834 -1.04942
H -5.52618 -2.12226 -1.74955
H -3.73503 2.99027 2.60163
C -4.96495 -2.63909 0.26155
```